Entry 1:
Here is a structure of composition C22H27N2ReS2 from OMol25. Energies are from ωB97M-V/def2-TZVPD.

## Properties
LUMO (alpha / beta), eV: -4.785 / -4.705
Electronic energy, hartree: -1838.39998
Gap between HOMO and LUMO (alpha / beta), Eh: 0.2262 / 0.2407
Expectation value of S²: 0.770
HOMO energy (alpha / beta), Ha: -0.4020 / -0.4137

Structure (ORCA input):
```
! RIJCOSX wB97M-V def2-TZVPD def2/J DEFGRID3
* xyz 1 2
Re 0.225 -0.003 0.000
C -1.217 -2.575 0.804
N -1.503 -1.433 -0.112
C -2.693 -0.658 0.367
C -2.694 0.657 -0.350
N -1.499 1.430 0.122
C -1.217 2.571 -0.797
C -1.808 1.934 1.475
C -2.847 2.834 1.670
C -3.144 3.278 2.947
C -2.405 2.816 4.032
C -1.369 1.919 3.830
C -1.068 1.475 2.543
S 0.322 0.416 2.282
C -1.821 -1.936 -1.464
C -2.862 -2.834 -1.652
C -3.169 -3.278 -2.928
C -2.436 -2.816 -4.016
C -1.398 -1.921 -3.821
C -1.088 -1.477 -2.536
S 0.306 -0.420 -2.284
H -2.051 -3.275 0.808
H -1.054 -2.188 1.803
H -0.320 -3.078 0.458
H -2.600 -0.517 1.443
H -3.611 -1.207 0.169
H -3.610 1.208 -0.145
H -2.609 0.516 -1.426
H -2.051 3.272 -0.796
H -1.060 2.183 -1.796
H -0.318 3.073 -0.456
H -3.431 3.197 0.834
H -3.952 3.983 3.094
H -2.631 3.163 5.032
H -0.775 1.562 4.662
H -3.442 -3.197 -0.812
H -3.978 -3.982 -3.069
H -2.669 -3.162 -5.016
H -0.809 -1.564 -4.657
C 5.377 -1.159 0.860
C 4.893 0.002 -0.025
C 5.378 1.342 0.554
C 5.407 -0.175 -1.461
C 3.426 -0.001 -0.022
C 2.204 0.000 -0.011
H 6.469 -1.161 0.874
H 5.036 -2.119 0.471
H 5.017 -1.049 1.883
H 6.470 1.348 0.567
H 5.017 1.482 1.573
H 5.036 2.180 -0.056
H 6.499 -0.174 -1.457
H 5.064 0.637 -2.102
H 5.065 -1.120 -1.885
*
```

=====

Entry 2:
Here is a structure of composition C39H36N2P2PtTe at a distorted geometry from OMol25. Energies are from ωB97M-V/def2-TZVPD.

## Properties
LUMO (alpha / beta), eV: 0.258 / -1.094
Electronic energy, hartree: -2687.21287
Gap between HOMO and LUMO (alpha / beta), Eh: 0.2563 / 0.2248
Expectation value of S²: 2.014
HOMO energy (alpha / beta), Ha: -0.2468 / -0.2651

Structure (ORCA input):
```
! RIJCOSX wB97M-V def2-TZVPD def2/J DEFGRID3
* xyz 0 3
Pt -0.044 0.030 -0.315
C 1.134 2.849 -0.007
N 1.553 1.615 0.665
C 2.976 1.382 0.456
C 1.226 1.679 2.092
C -0.218 1.332 2.372
C -0.812 1.746 3.560
C -2.086 1.317 3.894
C -2.769 0.455 3.046
C -2.188 0.058 1.851
C -0.918 0.505 1.486
H 1.774 3.691 0.294
H 0.105 3.079 0.266
H 1.193 2.727 -1.088
H 3.583 2.199 0.870
H 3.176 1.304 -0.613
H 3.274 0.450 0.934
H 1.478 2.667 2.505
H 1.848 0.940 2.604
H -0.270 2.404 4.232
H -2.550 1.647 4.816
H -3.756 0.093 3.312
H -2.730 -0.620 1.203
Te -0.292 -2.947 -4.307
C -1.962 -4.285 -4.162
C -1.931 -5.397 -3.333
C -3.084 -6.160 -3.206
N -4.216 -5.900 -3.853
C -4.229 -4.849 -4.667
C -3.135 -4.014 -4.855
C -0.711 -1.988 -2.472
P 0.243 -2.244 -0.995
C 1.423 -3.604 -1.297
C 1.197 -4.901 -0.846
C 2.092 -5.912 -1.164
C 3.227 -5.634 -1.912
C 3.475 -4.334 -2.334
C 2.580 -3.326 -2.025
C -0.878 -2.982 0.264
C -2.081 -3.575 -0.098
C -2.937 -4.079 0.871
C -2.592 -3.997 2.213
C -1.388 -3.413 2.583
C -0.539 -2.904 1.614
P -1.278 -0.304 -2.280
C -1.353 0.554 -3.893
C -0.237 0.566 -4.727
C -0.285 1.179 -5.968
C -1.449 1.809 -6.386
C -2.545 1.856 -5.538
C -2.497 1.243 -4.295
C -3.051 -0.367 -1.832
C -3.577 0.655 -1.044
C -4.920 0.658 -0.698
C -5.740 -0.380 -1.118
C -5.220 -1.405 -1.897
C -3.882 -1.394 -2.261
H -1.031 -5.656 -2.789
H -3.099 -7.027 -2.551
H -5.160 -4.663 -5.194
H -3.197 -3.157 -5.513
H 0.316 -5.119 -0.257
H 1.902 -6.922 -0.823
H 3.918 -6.428 -2.161
H 4.368 -4.116 -2.906
H 2.771 -2.311 -2.357
H -2.351 -3.624 -1.144
H -3.873 -4.536 0.575
H -3.266 -4.377 2.971
H -1.119 -3.346 3.629
H 0.393 -2.430 1.902
H 0.687 0.102 -4.401
H 0.583 1.162 -6.613
H -1.499 2.265 -7.366
H -3.450 2.367 -5.844
H -3.355 1.290 -3.639
H -2.919 1.442 -0.693
H -5.326 1.464 -0.100
H -6.787 -0.391 -0.840
H -5.858 -2.218 -2.221
H -3.475 -2.187 -2.877
*
```

=====

Entry 3:
Here is a structure of composition C11H16O5PPb at a distorted geometry from OMol25. Energies are from ωB97M-V/def2-TZVPD.

## Properties
LUMO (alpha / beta), eV: -4.662 / -3.941
Electronic energy, hartree: -1338.30075
Gap between HOMO and LUMO (alpha / beta), Eh: 0.1821 / 0.2179
HOMO energy (alpha / beta), Ha: -0.3534 / -0.3628

Structure (ORCA input):
```
! RIJCOSX wB97M-V def2-TZVPD def2/J DEFGRID3
* xyz 1 1
O 1.162 0.019 -6.156
C 0.437 -0.104 -5.258
Pb -0.714 -1.825 -1.057
O -1.963 0.028 -3.094
C -1.553 -0.659 -2.334
C -2.196 -1.850 0.212
O -3.009 -1.828 0.949
C 0.385 -3.102 -0.117
O 1.074 -3.800 0.384
C -1.422 -3.353 -2.116
O -1.747 -4.189 -2.753
H 0.466 -1.904 -2.167
C 2.145 1.905 -0.535
C 1.709 1.124 0.702
P 0.286 0.041 0.365
C 0.351 -0.915 1.962
C 0.362 -0.062 3.231
C -1.016 1.298 -0.066
C -1.113 2.479 0.900
H 2.404 1.205 -1.345
H 3.037 2.502 -0.281
H 1.356 2.592 -0.879
H 2.553 0.487 1.012
H 1.492 1.828 1.529
H -0.520 -1.577 2.047
H 1.261 -1.552 1.947
H -0.553 0.546 3.287
H 0.371 -0.739 4.102
H 1.255 0.572 3.303
H -0.813 1.682 -1.090
H -2.000 0.807 -0.076
H -0.199 3.088 0.911
H -1.938 3.132 0.567
H -1.349 2.125 1.915
*
```

=====

Entry 4:
Here is a cluster of 2 separate species, C5H9NO in total at a distorted geometry from OMol25. Energies are from ωB97M-V/def2-TZVPD.

## Properties
LUMO, eV: 1.021
Electronic energy, hartree: -325.85177
Gap between HOMO and LUMO, Eh: 0.3239
SMILES: Cc1cc[nH]c1.O
HOMO energy, Ha: -0.2864

Structure (ORCA input):
```
! RIJCOSX wB97M-V def2-TZVPD def2/J DEFGRID3
* xyz 0 1
C 0.162 -1.215 -1.335
C 1.226 -0.441 -0.581
C 1.633 -0.776 0.661
C 2.515 0.258 1.073
N 2.483 1.166 0.064
C 1.957 0.597 -1.059
H -0.267 -0.638 -2.237
H -0.773 -1.447 -0.659
H 0.603 -2.157 -1.750
H 1.301 -1.600 1.329
H 3.275 0.250 1.842
H 3.069 1.999 -0.170
H 2.233 1.069 -2.051
O -6.494 0.752 1.316
H -6.481 1.722 1.284
H -6.443 0.460 2.273
*
```

=====

Entry 5:
Here is a cluster of 2 separate species, CH4O2S in total from OMol25. Energies are from ωB97M-V/def2-TZVPD.

## Properties
LUMO, eV: 0.532
Electronic energy, hartree: -589.16012
Gap between HOMO and LUMO, Eh: 0.3717
SMILES: O=CO.S
HOMO energy, Ha: -0.3521

Structure (ORCA input):
```
! RIJCOSX wB97M-V def2-TZVPD def2/J DEFGRID3
* xyz 0 1
O -0.740 -0.653 -0.623
C 0.002 -1.097 0.196
O 0.673 -2.251 0.020
H 0.190 -0.617 1.170
H 1.057 -2.546 0.854
S -0.203 2.723 -0.052
H -1.268 1.950 -0.285
H 0.289 2.492 -1.279
*
```

=====

Entry 6:
Here is a cluster of 2 separate species, C4H13B2FNO7S in total at a distorted geometry from OMol25. Energies are from ωB97M-V/def2-TZVPD.

## Properties
LUMO, eV: 1.756
Electronic energy, hartree: -1289.54803
Gap between HOMO and LUMO, Eh: 0.1361
HOMO energy, Ha: -0.0716

Structure (ORCA input):
```
! RIJCOSX wB97M-V def2-TZVPD def2/J DEFGRID3
* xyz -1 1
O 0.397 -1.052 0.524
S 1.410 -0.073 0.474
O 2.721 -0.388 0.031
F 1.587 0.494 1.937
N 0.842 1.251 -0.340
C 1.170 2.548 0.279
B 2.711 2.959 0.194
O 3.579 2.411 -0.702
O 3.160 3.933 1.059
C -0.589 1.078 -0.722
B -1.703 1.389 0.389
O -1.985 2.687 0.789
O -2.405 0.377 0.991
H 0.885 2.575 1.334
H 0.595 3.321 -0.230
H 4.361 2.087 -0.248
H 2.618 3.977 1.850
H -0.755 1.738 -1.581
H -0.751 0.069 -1.086
H -1.901 3.276 0.034
H -3.273 0.237 0.608
C -1.110 -3.941 -0.266
C -2.076 -4.775 -1.141
O -2.970 -4.030 -1.809
H -1.665 -3.366 0.479
H -0.387 -4.581 0.270
H -0.542 -3.245 -0.888
H -2.520 -5.542 -0.438
H -1.405 -5.414 -1.789
*
```

=====

Entry 7:
Here is a structure of composition C6H18N3 at a distorted geometry from OMol25. Energies are from ωB97M-V/def2-TZVPD.

## Properties
LUMO, eV: -3.358
Electronic energy, hartree: -403.30065
Gap between HOMO and LUMO, Eh: 0.3096
HOMO energy, Ha: -0.4330

Structure (ORCA input):
```
! RIJCOSX wB97M-V def2-TZVPD def2/J DEFGRID3
* xyz 1 1
C 0.139 1.419 -1.379
C 0.605 1.226 1.146
C -1.218 -1.085 -1.329
C -0.608 -1.503 1.049
C 0.314 0.493 -0.121
C -0.840 -0.476 -0.054
N 2.743 -0.579 0.578
N 1.790 -0.614 -0.445
N -1.970 0.438 0.342
H 0.302 0.937 -2.325
H -0.823 1.721 -1.249
H 0.831 2.262 -1.351
H 0.470 2.348 1.197
H 1.646 1.073 1.359
H 0.196 0.751 2.149
H -1.929 -1.846 -1.309
H -1.538 -0.399 -2.064
H -0.241 -1.487 -1.714
H 0.324 -2.083 0.806
H -1.533 -2.167 0.940
H -0.273 -1.234 2.031
H 3.508 0.063 0.496
H 2.853 -1.273 1.225
H 2.141 -0.030 -1.268
H -2.507 1.083 -0.411
H -1.523 1.113 1.031
H -2.861 -0.151 0.670
*
```